Record 1
The following is a DFT calculation (ωB97M-V/def2-TZVPD) of 8 unconnected molecules or ions with the total composition C8H16Cl16 in a non-equilibrium geometry.

Atoms and positions in Å:
Cl -17.88938 6.68955 6.32303
C -18.66027 8.29903 6.04958
Cl -19.09265 9.12289 7.52872
H -17.91995 8.86662 5.47780
H -19.56571 8.13567 5.49503
Cl -9.89962 4.97740 7.68907
C -9.64455 5.40000 5.95748
Cl -7.92908 5.36275 5.50520
H -10.17125 4.61255 5.41573
H -10.05958 6.37712 5.77504
Cl -15.95766 9.44203 3.50803
C -16.12294 11.13407 4.13934
Cl -17.77849 11.55607 4.21584
H -15.68675 11.19322 5.12696
H -15.61011 11.77935 3.39216
Cl -13.43367 5.62234 5.59663
C -14.55578 6.54337 4.59312
Cl -15.09848 5.67446 3.14442
H -15.41240 6.85809 5.21735
H -14.02995 7.41101 4.22672
Cl -11.53931 8.73735 3.97905
C -11.16631 7.90556 2.43755
Cl -11.01876 6.18448 2.72902
H -11.96985 8.18919 1.73887
H -10.22635 8.26621 2.05708
Cl -14.01797 1.67163 2.92920
C -12.59589 2.45501 3.67352
Cl -11.29021 2.63198 2.55641
H -12.87897 3.44770 3.97969
H -12.21862 1.80252 4.49743
Cl -13.46379 5.97970 9.71547
C -13.24822 4.38096 9.04175
Cl -14.16198 3.19581 10.02010
H -13.69585 4.32838 8.04237
H -12.18403 4.17721 9.11584
Cl -14.62605 9.19890 6.89780
C -12.93171 9.10364 7.46671
Cl -12.13023 10.65799 7.43042
H -13.05459 8.78553 8.48230
H -12.44458 8.40338 6.79194

Net charge ... 0
Energy above the lowest of the compared OMol25 structures with the same formula, charge and spin ... 4.8 kcal per mole
HOMO-LUMO gap ... 0.4105 Ha
LUMO ... 0.24 eV
E_HOMO ... -0.4017 hartree

natural (NBO) atomic charge list, values in e, 8 entries: atom 1 (Cl): -0.06, atom 2 (C): -0.39, atom 3 (Cl): 0.00, atom 4 (H): 0.23, atom 5 (H): 0.22, atom 6 (Cl): -0.06, atom 7 (C): -0.38, atom 8 (Cl): -0.01



Record 2
The following is a DFT calculation (ωB97M-V/def2-TZVPD) of 2 unconnected molecules or ions with the total composition C8H11NO2S2 in a non-equilibrium geometry.

Atoms and positions in Å:
C 3.29380 -0.93067 1.26976
C 2.18468 -1.60484 0.69882
C 3.36817 0.35250 0.85274
C 1.49290 -0.81677 -0.14316
C -2.98052 0.58450 -0.89700
C -1.78818 1.24658 -1.61462
C -1.86409 1.19575 -0.16838
C -1.26381 1.39553 0.97473
N -1.66946 0.79603 2.18894
O 0.41766 -1.35024 -2.47821
O -0.23002 -2.56226 -0.42088
S 2.15904 0.74671 -0.25933
S -0.05386 -1.24711 -0.93284
H 4.08036 -1.26610 1.86140
H 1.97026 -2.59954 0.72141
H 4.27002 0.84556 1.18954
H -3.97601 0.99655 -0.91948
H -2.87454 -0.45828 -1.21263
H -0.95020 0.64679 -2.00184
H -1.94623 2.11356 -2.16369
H 0.94976 -2.05011 -2.63509
H -0.36221 2.04401 0.88118
H -1.67859 1.51266 3.04631
H -2.54894 0.40920 2.16230

Net charge ... 0
Energy above the lowest of the compared OMol25 structures with the same formula, charge and spin ... 83.0 kcal per mole
HOMO-LUMO gap ... 0.3274 Ha
LUMO ... 0.66 eV
E_HOMO ... -0.3033 hartree

natural (NBO) atomic charge list, values in e, 8 entries: atom 1 (C): -0.25, atom 2 (C): -0.22, atom 3 (C): -0.43, atom 4 (C): -0.54, atom 5 (C): -0.46, atom 6 (C): -0.42, atom 7 (C): -0.11, atom 8 (C): -0.01



Record 3
The following is a DFT calculation (ωB97M-V/def2-TZVPD) of 14 unconnected molecules or ions with the total composition C56H154N14O14 in a non-equilibrium geometry.

Atoms and positions in Å:
C 5.99194 2.09559 -5.56830
C 6.17432 2.78551 -6.92408
C 7.29872 3.79594 -7.09039
O 7.12198 4.91786 -6.12852
C 6.23244 5.93561 -6.58244
N 6.31587 1.71345 -7.87039
H 5.00780 1.63298 -5.49378
H 5.96243 2.86686 -4.79864
H 6.81087 1.40965 -5.35166
H 5.29948 3.40321 -7.12703
H 7.25646 4.19650 -8.10324
H 8.30253 3.38076 -7.00044
H 6.88333 6.63270 -7.11018
H 5.64966 6.36136 -5.76561
H 5.44654 5.69618 -7.29877
H 7.27205 1.57362 -8.16412
H 6.05531 0.81962 -7.47891
C 3.08432 0.94572 -15.24952
C 2.48265 2.09046 -14.36599
C 1.35076 1.73660 -13.36880
O 0.96181 2.77724 -12.48649
C 0.20652 2.25320 -11.36293
N 3.58852 2.63469 -13.57615
H 2.29550 0.55672 -15.89339
H 3.49898 0.12179 -14.66875
H 3.92649 1.29947 -15.84424
H 2.06370 2.82872 -15.04978
H 1.65063 0.98111 -12.64257
H 0.49691 1.24470 -13.83471
H 0.76855 1.64679 -10.65265
H -0.72169 1.75081 -11.63524
H -0.21100 3.14372 -10.89311
H 3.52066 2.03476 -12.76647
H 3.30163 3.57929 -13.36279
C 7.32851 9.24645 0.24549
C 8.13585 10.49972 0.72341
C 9.48275 10.87615 0.03379
O 9.88880 12.24174 0.35492
C 11.16378 12.58864 -0.12022
N 7.12018 11.53512 0.42165
H 6.36264 9.45404 -0.21507
H 7.18550 8.48648 1.01367
H 7.93400 8.87484 -0.58118
H 8.19813 10.52656 1.81130
H 9.38292 10.86948 -1.05161
H 10.26117 10.21276 0.41072
H 11.39685 12.39663 -1.16756
H 11.90045 12.17709 0.56974
H 11.38267 13.65544 -0.07403
H 7.34361 11.67450 -0.55341
H 7.52711 12.33214 0.88990
C -2.71002 -11.11501 -5.20440
C -2.28361 -10.60263 -6.54895
C -3.30920 -10.65160 -7.74424
O -4.50441 -9.81840 -7.54571
C -5.69052 -10.34086 -6.95175
N -1.86167 -9.17731 -6.37604
H -3.21028 -12.08294 -5.17340
H -3.37076 -10.33905 -4.81787
H -1.92958 -11.30738 -4.46819
H -1.41198 -11.20622 -6.80199
H -3.59505 -11.65993 -8.04365
H -2.78853 -10.22122 -8.59968
H -5.56485 -10.65299 -5.91498
H -6.19442 -11.10278 -7.54644
H -6.47079 -9.58795 -6.84036
H -2.63159 -8.60784 -6.69700
H -1.77158 -8.99426 -5.38686
C 2.50654 7.04129 8.52163
C 1.19224 7.29096 9.19976
C 1.31106 7.45516 10.67732
O 1.74878 6.30473 11.35197
C 2.03316 6.32652 12.76001
N 0.58760 8.49735 8.60615
H 2.29660 6.54221 7.57561
H 3.21944 6.30156 8.88588
H 3.09093 7.95286 8.39665
H 0.53426 6.46156 8.94041
H 0.34398 7.62141 11.15189
H 1.94722 8.32508 10.84055
H 1.29066 7.00128 13.18604
H 3.05224 6.69864 12.86531
H 2.02604 5.34504 13.23408
H 0.65107 8.48707 7.59820
H 1.14771 9.22980 9.01833
C 5.99425 -4.34002 5.37277
C 6.05382 -3.65080 6.74632
C 5.46740 -2.25311 6.91954
O 5.75335 -1.86977 8.27042
C 5.71618 -0.45298 8.64949
N 5.25500 -4.49982 7.66163
H 6.70752 -3.82832 4.72662
H 5.05886 -4.28192 4.81620
H 6.28594 -5.38855 5.43290
H 7.08842 -3.51421 7.06105
H 4.45061 -2.24813 6.52684
H 5.90734 -1.58297 6.18099
H 5.85526 -0.44319 9.73053
H 4.75079 -0.04027 8.35657
H 6.60382 -0.05026 8.16163
H 5.10049 -4.01165 8.53221
H 5.76884 -5.34983 7.84484
C -6.44027 -7.53799 10.35145
C -5.26727 -6.52830 10.37055
C -5.25296 -5.75014 9.08294
O -4.01115 -5.16430 8.63573
C -4.09197 -4.09896 7.69013
N -5.61358 -5.70457 11.55690
H -7.40862 -7.15932 10.02432
H -6.49470 -7.98028 11.34619
H -6.27103 -8.30395 9.59464
H -4.31584 -7.03682 10.52635
H -6.02900 -4.98924 9.00000
H -5.51009 -6.44471 8.28321
H -4.64160 -4.34557 6.78173
H -3.08697 -3.76240 7.43555
H -4.54605 -3.30863 8.28786
H -5.05296 -4.86753 11.48503
H -6.56451 -5.40556 11.39434
C -10.11514 -7.81246 -1.67807
C -9.92887 -8.55411 -0.32410
C -10.14757 -10.16726 -0.42430
O -9.09594 -10.75699 -1.29319
C -9.09219 -12.20087 -1.42847
N -8.61292 -8.19104 0.18423
H -10.37533 -6.76709 -1.51194
H -10.99218 -8.20559 -2.19221
H -9.44742 -8.07834 -2.49756
H -10.65233 -8.12727 0.37054
H -11.17274 -10.34385 -0.74978
H -10.15712 -10.51113 0.61000
H -10.12737 -12.47541 -1.63127
H -8.79124 -12.69956 -0.50714
H -8.36981 -12.56430 -2.15935
H -8.01656 -9.00584 0.16059
H -8.29379 -7.43947 -0.41025
C 10.79435 3.80985 4.10104
C 11.72426 5.03913 3.92677
C 12.66112 5.27309 5.15676
O 11.88650 5.42203 6.36723
C 11.31621 6.69474 6.52770
N 12.50302 4.94920 2.66283
H 11.39566 2.90804 4.21623
H 10.10418 3.63894 3.27488
H 10.17017 3.96396 4.98124
H 11.12434 5.94194 3.81210
H 13.36405 6.10534 5.12007
H 13.40828 4.49161 5.29516
H 10.70510 6.64383 7.42883
H 10.63519 7.13026 5.79651
H 12.14694 7.36373 6.75231
H 13.46133 4.65884 2.79491
H 11.91096 4.27724 2.19589
C -8.60845 -1.83489 -7.35102
C -9.77541 -1.36852 -8.22248
C -11.16936 -1.16616 -7.62539
O -12.21302 -1.06989 -8.63861
C -13.55858 -0.84811 -8.25660
N -9.24335 -0.21655 -8.98368
H -8.56834 -2.88433 -7.05919
H -8.54818 -1.24532 -6.43620
H -7.62255 -1.68957 -7.79259
H -9.95519 -2.19427 -8.91091
H -11.02391 -0.25236 -7.04928
H -11.36366 -2.03071 -6.99064
H -13.86869 -1.60954 -7.54096
H -14.16325 -0.84846 -9.16351
H -13.48986 0.17140 -7.87715
H -9.80524 0.57947 -8.71771
H -9.48791 -0.42634 -9.94090
C -0.61991 12.04985 -0.19851
C -0.74303 10.43420 -0.29550
C -0.67168 9.91183 -1.76933
O -0.77468 8.52008 -1.81081
C -0.62525 7.97208 -3.06393
N 0.19931 9.77352 0.63438
H 0.45273 12.16817 -0.35195
H -0.84161 12.50851 0.76512
H -1.25685 12.45499 -0.98480
H -1.71672 10.24814 0.15771
H 0.33503 10.17462 -2.09426
H -1.44347 10.41761 -2.34954
H -1.31670 8.36686 -3.80833
H -0.88390 6.95568 -2.76705
H 0.41716 8.00876 -3.38037
H 0.21275 8.89682 0.13306
H 1.08951 10.24978 0.60583
C -0.70185 -9.44998 3.86360
C -0.99428 -10.53952 4.86487
C -0.22427 -11.94107 4.76622
O -0.66665 -12.69993 3.64150
C -1.92748 -13.38603 3.72074
N -0.82369 -10.03763 6.20845
H 0.36999 -9.26871 3.78350
H -1.17342 -8.50002 4.11520
H -0.84776 -9.67765 2.80768
H -2.06847 -10.70444 4.78108
H -0.30684 -12.39838 5.75220
H 0.84519 -11.81547 4.59715
H -2.16560 -13.83469 2.75632
H -2.79378 -12.75564 3.92133
H -1.95768 -14.18765 4.45870
H 0.12303 -9.73354 6.38551
H -1.29394 -9.14858 6.11590
C -0.52190 -2.22914 -2.43214
C -0.69776 -2.59177 -0.93751
C 0.33940 -1.85709 -0.02255
O 0.11385 -0.44271 0.00854
C 1.18231 0.24221 0.65428
N -2.07779 -2.22621 -0.58065
H -1.11459 -2.90472 -3.04892
H 0.52287 -2.27044 -2.74014
H -0.72170 -1.17573 -2.62839
H -0.48915 -3.66025 -0.88337
H 1.36591 -1.91961 -0.38378
H 0.44966 -2.38584 0.92422
H 0.81645 0.17624 1.67892
H 1.18455 1.24491 0.22686
H 2.18323 -0.18724 0.61115
H -2.11221 -2.26670 0.42795
H -2.22447 -1.25597 -0.81985
C -6.75756 3.53608 -0.81882
C -5.85822 3.77499 0.40094
C -6.39068 3.21056 1.82818
O -5.31200 3.21086 2.81185
C -4.99594 4.42206 3.40272
N -4.66669 2.97863 0.15811
H -6.90989 2.49592 -1.10685
H -6.23212 4.06472 -1.61415
H -7.61215 4.21083 -0.86875
H -5.62360 4.83749 0.46541
H -6.70572 2.17436 1.70510
H -7.16889 3.91537 2.12095
H -5.82772 5.12645 3.39340
H -4.27696 4.87850 2.72239
H -4.60057 4.33257 4.41453
H -4.06676 2.90953 0.96768
H -4.09887 3.41116 -0.55645

Net charge ... 0
Energy above the lowest of the compared OMol25 structures with the same formula, charge and spin ... 276.7 kcal per mole
HOMO-LUMO gap ... 0.3477 Ha
LUMO ... 0.50 eV
E_HOMO ... -0.3293 hartree

Mulliken atomic charge list, values in e, 8 entries: atom 1 (C): -1.52, atom 2 (C): 0.75, atom 3 (C): -0.81, atom 4 (O): -0.38, atom 5 (C): -0.79, atom 6 (N): -0.63, atom 7 (H): 0.38, atom 8 (H): 0.36